(1)
Below is a gas-phase ion, C3H8NO2 (charge +1) in a non-equilibrium geometry, with properties calculated with wB97M-V/def2-TZVPD.

For the HOMO energy, the calculation gives -14.607 eV. The energy above the lowest of the compared OMol25 structures with the same formula, charge and spin is 149.2 kJ/mol. The net charge is +1. For the LUMO energy, the calculation gives -0.15490 Eh.

Last column: natural (NBO) charge in e.
Cartesian coordinates (Å):
1 N 0.16492 1.65185 -1.18393  -0.6616
2 C -0.32181 0.56645 -0.25506  -0.2161
3 C 0.50111 -0.69613 -0.07566  -0.5565
4 C 0.01935 -1.59982 0.98153  0.7706
5 O 0.18454 -2.80803 0.96303  -0.5098
6 O -0.94413 -1.03547 1.86490  -0.6909
7 H 0.83996 1.32337 -1.85539  0.4443
8 H -0.63118 2.03944 -1.59450  0.4451
9 H 0.71501 2.38251 -0.63443  0.4544
10 H -0.45339 1.10771 0.76616  0.2550
11 H -1.29643 0.50107 -0.64425  0.2260
12 H 0.57503 -1.30777 -0.94847  0.2719
13 H 1.57908 -0.40649 0.12100  0.2619
14 H -0.93205 -1.71868 2.49507  0.5055

Force components x, y, z for each atom (eV/Å):
N 3.6 0.3 2.5
C -0.3 1.6 2.8
C 2.0 1.7 -0.5
C -2.9 -2.4 0.9
O 0.5 2.5 0.3
O 2.6 0.8 -2.7
H 0.0 -0.3 -0.9
H -1.3 1.2 -1.2
H -1.1 -0.8 -0.9
H 0.2 -1.1 -1.7
H -1.4 -1.4 0.0
H -0.2 -0.3 -0.8
H -1.1 -0.3 0.1
H -0.8 -1.5 2.0

***

(2)
Below is a single C5H4F6N2O molecule in a non-equilibrium geometry, with properties calculated with wB97M-V/def2-TZVPD.

For the HOMO energy, the calculation gives -9.903 eV. The energy above the lowest of the compared OMol25 structures with the same formula, charge and spin is 284.7 kJ/mol. For the LUMO energy, the calculation gives 0.00681 Eh.

Last column: natural (NBO) charge in e.
Cartesian coordinates (Å):
1 C 0.29765 -1.31024 2.11114  -0.4267
2 N 0.00793 -0.88978 0.77032  -0.2851
3 N -1.02085 0.23436 0.48852  0.1247
4 F -2.29685 -0.31630 0.37486  -0.2293
5 C -0.63897 0.72398 -0.79776  -0.0710
6 C -1.49314 1.72805 -1.52563  0.9729
7 F -2.78513 1.62163 -1.20314  -0.2978
8 F -1.05014 2.94566 -1.24532  -0.3048
9 F -1.38558 1.62818 -2.84605  -0.3049
10 C 0.66300 0.43078 -0.99685  0.3889
11 F 1.40144 0.75020 -2.09029  -0.2867
12 C 1.16502 -0.46207 0.05510  0.6345
13 O 1.82490 -1.54463 -0.45350  -0.7094
14 F 2.03494 0.30294 0.91374  -0.3777
15 H -0.78374 -1.28995 2.56551  0.2229
16 H 0.59436 -2.33043 2.28062  0.2318
17 H 0.88589 -0.65420 2.59680  0.2020
18 H 2.57927 -1.56818 -0.99810  0.5156

Force components x, y, z for each atom (eV/Å):
C -5.9 -0.8 0.5
N -0.4 0.9 -2.5
N 1.5 -0.5 1.5
F 0.3 -0.8 0.0
C 1.8 -0.4 0.3
C 0.0 -0.3 -0.1
F 0.3 0.3 0.0
F -0.1 0.8 0.6
F 0.0 -0.6 -0.5
C -1.9 0.8 -1.8
F -0.6 -0.2 1.6
C 1.3 0.0 -0.7
O -1.8 -1.5 2.1
F -0.3 -0.7 -0.8
H 2.0 0.0 -0.2
H 0.4 -0.4 -0.9
H 2.0 2.1 1.8
H 1.5 1.3 -0.9

***

(3)
Below is a single C3H5N2P molecule in a non-equilibrium geometry, with properties calculated with wB97M-V/def2-TZVPD.

For the HOMO energy, the calculation gives -8.244 eV. The energy above the lowest of the compared OMol25 structures with the same formula, charge and spin is 143.2 kJ/mol. For the LUMO energy, the calculation gives 0.00631 Eh.

Last column: natural (NBO) charge in e.
Cartesian coordinates (Å):
1 C 0.00290 1.62395 0.38003  -0.6248
2 C -0.06782 0.15969 0.07488  0.0435
3 C -0.85532 -0.71171 0.73517  -0.4146
4 P -0.30693 -2.60930 -0.25168  0.5633
5 N 0.67636 -1.58034 -1.09067  -0.5918
6 N 0.74988 -0.27970 -0.89828  -0.2726
7 H 1.04330 1.90732 0.51394  0.2280
8 H -0.55381 1.84135 1.28678  0.2140
9 H -0.40724 2.20904 -0.43755  0.2250
10 H -1.58211 -0.65709 1.50958  0.2154
11 H 1.30081 -1.90323 -1.82221  0.4145

Force components x, y, z for each atom (eV/Å):
C 0.0 0.0 0.0
C 0.0 0.1 0.1
C 1.1 -5.0 -2.4
P -1.5 3.6 2.4
N 0.1 0.5 0.0
N 0.6 0.1 -0.5
H 0.1 0.1 0.0
H 0.0 0.1 0.0
H 0.0 0.1 -0.1
H -0.2 0.3 0.3
H -0.1 0.0 0.1

***

(4)
Below is 2 unconnected molecules or ions with the total composition C10H14NSe in a non-equilibrium geometry, with properties calculated with wB97M-V/def2-TZVPD.

For the HOMO energy, the calculation gives -12.156 eV. The energy above the lowest of the compared OMol25 structures with the same formula, charge and spin is 0.0 kJ/mol. The net charge is +1. For the LUMO energy, the calculation gives -0.16039 Eh.

Last column: natural (NBO) charge in e.
Cartesian coordinates (Å):
1 C 1.19049 1.97662 0.93116  -0.2222
2 C 0.09362 1.26311 1.32989  -0.1041
3 C 1.57287 0.45598 -0.87862  -0.2289
4 C 1.83565 1.63385 -0.25733  0.0964
5 C 0.58383 -0.34001 -0.38999  0.0579
6 C -0.26045 0.07881 0.66431  -0.1813
7 C 0.16082 -1.73043 -0.76011  -0.2564
8 C 2.95796 2.48159 -0.81433  -0.6446
9 C -1.37773 -3.38512 0.31823  -0.4181
10 C -1.12617 -0.95083 0.91931  0.2356
11 N -0.88289 -2.02777 0.27214  -0.2390
12 Se -4.22114 1.00142 -0.51415  -0.1919
13 H 1.44497 2.98918 1.26822  0.2416
14 H -0.47428 1.61298 2.18555  0.2357
15 H 2.22989 0.26524 -1.67275  0.2339
16 H 0.92803 -2.50034 -0.61396  0.2525
17 H -0.35584 -2.00842 -1.72826  0.2637
18 H 3.21202 3.29307 -0.09843  0.2314
19 H 3.88759 1.73535 -0.71256  0.2374
20 H 2.87135 2.88922 -1.78735  0.2479
21 H -0.76765 -3.95163 -0.39340  0.2274
22 H -1.27709 -3.87230 1.26751  0.2429
23 H -2.34458 -3.45647 -0.05501  0.2364
24 H -3.07827 1.64269 -0.66416  0.0715
25 H -1.76716 -0.85907 1.75820  0.2432
26 H -5.03588 1.76326 0.42591  0.1308

Force components x, y, z for each atom (eV/Å):
C -0.3 1.4 -1.2
C -0.9 -0.1 1.1
C -0.3 -0.4 0.0
C 0.8 1.5 0.3
C -1.0 -0.9 -0.6
C 3.0 1.8 -1.5
C -0.8 -1.2 -0.1
C 2.4 -1.7 3.0
C 1.3 -0.4 -0.5
C -1.1 -0.7 2.3
N 0.9 0.0 -1.4
Se -4.2 -3.5 -0.1
H -0.3 -0.7 0.7
H -0.1 -0.1 -0.1
H 0.4 -1.0 -1.2
H 0.2 0.4 -0.1
H 0.8 1.0 0.6
H -0.3 -0.4 -0.6
H -1.7 1.8 -0.7
H -0.3 0.0 -1.0
H 0.0 0.1 0.2
H 0.0 0.1 0.7
H -2.0 0.0 -0.4
H 3.6 2.9 0.0
H -1.1 -0.5 0.4
H 0.6 0.5 0.1